1.
Molecular formula: C38H82N4O5S
Method: DFT, ωB97M-V with the def2-TZVPD basis set

Last column: Mulliken charge in e.
Geometry (Å):
C 1.545 -2.819 3.890  -0.913
S 0.560 -1.580 4.888  0.499
O 1.631 -0.709 5.456  -0.615
C -0.241 -0.484 3.618  -0.854
H 2.501 -2.404 3.569  0.324
H 1.024 -3.164 2.996  0.318
H 1.908 -3.652 4.491  0.318
H -0.260 0.592 3.795  0.339
H -1.300 -0.731 3.547  0.313
H 0.332 -0.632 2.702  0.272
C 7.656 4.019 1.033  -2.168
C 8.135 4.025 -0.431  1.660
C 9.695 3.737 -0.340  -1.150
C 10.359 3.414 -1.752  -0.807
C 9.474 2.457 -2.520  -1.193
C 7.935 2.694 -2.535  1.598
N 7.487 2.871 -1.142  0.048
O 6.145 2.993 -0.990  -0.429
C 7.425 3.845 -3.543  -1.505
C 7.293 1.367 -2.856  -2.082
C 7.737 5.415 -0.950  -1.791
H 6.587 4.210 1.120  0.532
H 7.964 4.749 1.782  0.398
H 7.768 3.014 1.439  0.455
H 10.025 4.650 0.154  0.426
H 9.731 2.903 0.361  0.387
H 11.388 3.059 -1.688  0.412
H 10.383 4.371 -2.273  0.329
H 9.716 1.398 -2.429  0.477
H 9.694 2.637 -3.572  0.411
H 7.397 3.450 -4.559  0.448
H 6.491 4.157 -3.076  0.328
H 8.164 4.642 -3.466  0.325
H 7.821 0.981 -3.728  0.481
H 7.404 0.524 -2.173  0.383
H 6.236 1.611 -2.959  0.476
H 8.422 5.886 -1.655  0.348
H 7.811 6.171 -0.168  0.451
H 6.704 5.457 -1.296  0.329
H 6.145 2.443 -0.203  0.423
C -6.488 -0.364 -4.582  -1.832
C -5.727 -1.579 -5.149  1.467
C -5.226 -1.187 -6.620  -0.979
C -3.930 -0.461 -6.686  -0.617
C -2.843 -1.065 -5.847  -1.131
C -3.150 -1.435 -4.305  1.348
N -4.569 -2.005 -4.265  0.323
O -4.974 -2.211 -3.048  -0.496
C -2.224 -2.490 -3.754  -1.857
C -2.815 -0.035 -3.654  -1.686
C -6.729 -2.765 -5.253  -1.916
H -6.487 -0.192 -3.505  0.368
H -7.556 -0.493 -4.758  0.441
H -6.192 0.638 -4.893  0.358
H -5.146 -2.129 -7.162  0.400
H -5.867 -0.539 -7.217  0.359
H -4.096 0.454 -6.117  0.194
H -3.573 -0.203 -7.683  0.400
H -1.980 -0.419 -6.002  0.414
H -2.535 -1.978 -6.356  0.389
H -2.169 -3.454 -4.258  0.354
H -1.240 -2.057 -3.573  0.427
H -2.396 -2.619 -2.685  0.443
H -3.501 0.684 -4.101  0.361
H -3.072 0.075 -2.600  0.397
H -1.764 0.246 -3.722  0.412
H -7.170 -3.133 -4.327  0.403
H -6.178 -3.591 -5.701  0.468
H -7.587 -2.443 -5.842  0.425
H -5.018 -3.168 -2.994  0.364
C -4.383 -13.422 8.632  -1.896
C -4.115 -11.910 8.339  1.552
C -3.387 -11.253 9.572  -1.240
C -2.632 -9.990 9.129  -0.608
C -1.794 -10.101 7.906  -1.227
C -2.566 -10.541 6.707  1.493
N -3.322 -11.801 7.091  0.415
O -3.737 -12.588 6.069  -0.493
C -3.398 -9.323 6.303  -1.601
C -1.638 -10.915 5.573  -1.944
C -5.415 -11.194 8.109  -1.996
H -5.015 -13.721 7.796  0.473
H -4.975 -13.478 9.545  0.412
H -3.388 -13.860 8.721  0.452
H -4.302 -11.146 10.156  0.505
H -2.759 -11.871 10.214  0.376
H -2.001 -9.460 9.842  0.439
H -3.428 -9.257 8.996  0.251
H -0.949 -10.760 8.108  0.343
H -1.425 -9.091 7.727  0.442
H -2.963 -8.494 6.862  0.323
H -3.241 -9.046 5.261  0.445
H -4.464 -9.520 6.415  0.229
H -2.026 -11.587 4.808  0.393
H -1.233 -10.053 5.044  0.437
H -0.890 -11.580 6.004  0.415
H -5.473 -10.176 8.493  0.405
H -6.180 -11.544 8.802  0.497
H -5.920 -11.203 7.143  0.367
H -3.221 -13.386 6.201  0.338
C 1.148 8.915 -4.388  -2.132
C -0.134 8.948 -3.653  1.757
C -0.071 7.702 -2.791  -1.090
C -1.002 7.718 -1.627  -0.801
C -0.882 9.051 -0.923  -1.403
C -1.024 10.344 -1.726  1.742
N -0.217 10.207 -2.859  0.349
O -0.156 11.284 -3.665  -0.507
C -2.491 10.691 -2.002  -1.623
C -0.485 11.416 -0.799  -2.024
C -1.358 8.823 -4.567  -1.778
H 1.449 8.000 -4.897  0.379
H 1.160 9.676 -5.169  0.421
H 2.058 9.151 -3.835  0.469
H -0.424 6.771 -3.233  0.400
H 0.934 7.558 -2.392  0.388
H -2.083 7.668 -1.757  0.373
H -0.866 6.926 -0.891  0.408
H 0.002 9.021 -0.286  0.416
H -1.684 9.156 -0.193  0.471
H -2.879 9.933 -2.682  0.336
H -2.733 11.638 -2.485  0.337
H -3.200 10.636 -1.176  0.401
H 0.472 11.048 -0.429  0.434
H -1.141 11.719 0.017  0.371
H -0.324 12.409 -1.221  0.438
H -1.488 9.753 -5.122  0.373
H -1.391 8.100 -5.382  0.417
H -2.244 8.590 -3.977  0.308
H 0.606 11.768 -3.337  0.372

Calculated values
HOMO level = -7.8 eV
gap between HOMO and LUMO = 8.318 eV
molecular weight = 707.16 g/mol
energy above the lowest of the compared OMol25 structures with the same formula, charge and spin = 727.7 kJ/mol
energy = -2490.029159 Ha

***

2.
Molecular formula: C38H83FO11
Method: DFT, ωB97M-V with the def2-TZVPD basis set

Last column: Mulliken charge in e.
Geometry (Å):
C 0.680 4.005 -6.488  -0.851
C -0.317 3.146 -6.237  -0.604
C -1.708 3.539 -5.840  -1.064
C -1.843 3.539 -4.295  0.803
C -0.871 4.611 -3.782  0.498
O 0.248 4.443 -3.356  -0.608
O -1.499 5.816 -3.878  -0.408
C -2.910 5.597 -4.090  -1.480
C -3.117 4.133 -3.701  2.078
C -3.123 4.124 -2.126  -2.014
C -2.236 3.058 -1.447  0.549
C -2.974 2.202 -0.404  -1.105
C -2.153 0.903 -0.243  -0.409
C -2.608 -0.144 -1.269  -0.565
C -1.619 -1.305 -1.381  -0.558
O -0.961 -1.320 -2.656  -0.459
C 0.095 -0.488 -2.753  0.876
C 0.584 -0.307 -4.163  -0.366
O 0.624 0.060 -1.806  -0.602
C -4.482 3.616 -4.133  -0.459
C -4.816 3.594 -5.626  -1.525
F -4.669 2.340 -3.616  -0.397
H 0.475 5.012 -6.825  0.282
H 1.694 3.669 -6.355  0.234
H -0.127 2.083 -6.345  0.502
H -2.373 2.767 -6.226  0.293
H -1.991 4.486 -6.291  0.376
H -1.575 2.551 -3.950  0.505
H -3.112 5.830 -5.135  0.413
H -3.472 6.307 -3.493  0.438
H -2.835 5.100 -1.746  0.527
H -4.142 3.969 -1.783  0.734
H -1.801 2.363 -2.152  -0.561
H -1.454 3.577 -0.900  0.272
H -3.948 1.893 -0.781  0.535
H -3.041 2.705 0.554  0.310
H -1.111 1.109 -0.484  0.197
H -2.178 0.512 0.772  0.438
H -2.699 0.365 -2.225  0.108
H -3.572 -0.531 -0.946  0.507
H -2.169 -2.239 -1.322  0.388
H -0.913 -1.306 -0.558  0.180
H 1.639 -0.566 -4.159  0.073
H 0.523 0.749 -4.413  -0.226
H 0.034 -0.907 -4.877  0.393
H -5.218 4.260 -3.649  0.608
H -5.839 3.939 -5.757  0.325
H -4.190 4.243 -6.221  0.346
H -4.796 2.566 -5.975  0.403
C -0.411 2.586 4.645  -1.615
C -0.393 1.955 3.261  1.192
C 1.016 1.603 2.817  -1.292
O -1.006 2.825 2.313  -0.407
H 0.155 3.522 4.644  0.434
H -1.432 2.824 4.946  0.349
H 0.026 1.920 5.391  0.375
H -0.996 1.045 3.265  -0.372
H 1.636 2.503 2.755  0.383
H 1.000 1.149 1.826  0.318
H 1.481 0.903 3.511  0.363
H -0.496 3.640 2.277  0.295
C 5.416 -1.735 2.426  -1.504
C 3.906 -1.733 2.243  0.718
C 3.513 -1.363 0.821  -1.268
O 3.298 -0.831 3.171  -0.505
H 5.824 -0.740 2.230  0.367
H 5.678 -2.002 3.450  0.367
H 5.895 -2.442 1.748  0.403
H 3.509 -2.720 2.485  0.104
H 3.864 -0.356 0.578  0.308
H 2.429 -1.365 0.706  0.206
H 3.940 -2.059 0.098  0.442
H 3.629 0.052 2.979  0.352
C -3.446 -0.774 6.379  -0.963
C -3.440 -1.408 4.997  0.248
C -2.026 -1.735 4.549  -0.597
O -4.072 -0.539 4.055  -0.560
H -2.890 0.168 6.374  0.260
H -4.466 -0.546 6.692  0.351
H -2.995 -1.439 7.119  0.152
H -4.037 -2.320 5.011  0.321
H -1.421 -0.824 4.484  -0.061
H -2.031 -2.188 3.557  0.287
H -1.536 -2.422 5.239  0.226
H -3.565 0.278 4.020  0.341
C -3.144 -1.850 10.577  -1.247
C -3.322 -3.310 10.190  0.485
C -3.926 -4.121 11.326  -1.406
O -2.071 -3.872 9.793  -0.518
H -2.462 -1.757 11.427  0.379
H -2.710 -1.288 9.750  0.285
H -4.096 -1.392 10.849  0.369
H -3.968 -3.377 9.313  0.284
H -3.267 -4.102 12.199  0.350
H -4.046 -5.163 11.029  0.335
H -4.899 -3.728 11.621  0.369
H -1.477 -3.827 10.548  0.329
C 5.944 2.423 -7.713  -1.410
C 4.471 2.168 -7.435  0.505
C 4.216 1.890 -5.964  -1.050
O 4.006 1.073 -8.225  -0.567
H 6.539 1.545 -7.448  0.335
H 6.104 2.618 -8.774  0.350
H 6.315 3.275 -7.142  0.372
H 3.889 3.037 -7.746  0.297
H 4.757 0.995 -5.644  0.371
H 3.156 1.707 -5.784  0.093
H 4.534 2.728 -5.340  0.386
H 4.504 0.293 -7.963  0.332
C 3.728 -4.412 -4.701  -1.372
C 3.378 -3.131 -5.442  0.676
C 3.669 -3.247 -6.930  -1.347
O 4.103 -2.031 -4.887  -0.506
H 4.794 -4.631 -4.801  0.348
H 3.514 -4.307 -3.637  0.326
H 3.164 -5.261 -5.088  0.383
H 2.322 -2.901 -5.294  0.193
H 4.734 -3.431 -7.097  0.351
H 3.413 -2.318 -7.443  0.259
H 3.103 -4.062 -7.384  0.394
H 5.041 -2.211 -5.003  0.313
C 1.053 -4.569 6.317  -1.165
C 1.084 -5.187 4.926  0.381
C 2.506 -5.508 4.492  -1.151
O 0.466 -4.313 3.983  -0.465
H 1.610 -3.628 6.326  0.272
H 0.028 -4.346 6.615  0.258
H 1.492 -5.237 7.058  0.412
H 0.486 -6.100 4.921  0.279
H 3.105 -4.594 4.450  0.189
H 2.511 -5.949 3.495  0.314
H 2.986 -6.202 5.183  0.395
H 0.972 -3.494 3.965  0.289

Calculated values
HOMO level = -9.2 eV
gap between HOMO and LUMO = 9.836 eV
molecular weight = 735.07 g/mol
energy = -2425.133077 Ha

***

3.
Molecular formula: C38H85Ca3N3O13P2
Method: DFT, ωB97M-V with the def2-TZVPD basis set

Last column: Mulliken charge in e.
Geometry (Å):
Ca 0.070 -0.981 2.698  1.228
Ca 2.700 0.374 0.871  1.534
Ca -0.269 2.474 -1.436  0.827
P 2.762 -0.624 3.497  0.266
O 3.557 -1.057 2.253  -0.506
O 1.796 0.458 2.943  -0.643
O 3.615 -0.494 4.782  -0.999
O 1.750 -1.674 4.027  -0.637
P -0.023 0.358 0.225  2.989
O 0.865 -0.798 0.638  -2.057
O -0.626 0.382 -1.170  -0.327
O 0.982 1.550 0.098  -0.462
O -0.987 0.452 1.395  -0.749
C 4.575 -2.253 -1.875  -0.777
C 3.538 -1.785 -2.960  -0.387
C 2.721 -0.680 -2.268  0.125
O 3.314 -0.622 -1.003  -0.027
C 3.901 -1.872 -0.609  0.791
H 5.554 -1.777 -1.938  0.166
H 4.767 -3.325 -1.843  0.541
H 2.895 -2.635 -3.187  -0.076
H 3.999 -1.511 -3.909  0.452
H 1.694 -1.019 -2.127  -0.901
H 2.687 0.267 -2.807  0.395
H 3.153 -2.628 -0.370  -0.727
H 4.558 -1.697 0.243  0.135
C -0.333 -4.631 -4.295  -0.995
C -1.212 -3.554 -3.652  0.024
C -0.158 -2.492 -3.378  1.400
O 0.615 -2.517 -4.541  -0.487
C 0.647 -3.895 -5.092  -0.487
H -0.855 -5.404 -4.860  0.472
H 0.103 -5.164 -3.450  0.209
H -1.711 -3.947 -2.767  0.138
H -1.998 -3.148 -4.290  0.231
H 0.368 -2.673 -2.441  -0.427
H -0.683 -1.546 -3.249  -0.683
H 1.679 -4.247 -5.090  0.338
H 0.248 -3.906 -6.106  0.288
C -4.013 -1.591 -2.441  -0.286
C -4.646 -2.930 -2.759  -0.494
C -5.127 -3.312 -1.377  -0.722
O -4.114 -2.866 -0.511  -0.442
C -3.408 -1.770 -1.027  1.533
H -4.808 -0.845 -2.425  0.425
H -3.353 -1.264 -3.244  0.009
H -3.839 -3.594 -3.070  0.043
H -5.382 -2.908 -3.562  0.433
H -5.350 -4.379 -1.376  0.413
H -6.073 -2.848 -1.095  0.290
H -2.327 -1.899 -1.070  -0.842
H -3.585 -0.857 -0.459  -0.387
C -0.720 5.812 1.867  -0.793
C -1.673 4.752 2.318  -0.354
C -1.248 3.562 1.563  0.069
O -0.775 3.997 0.304  0.815
C -0.255 5.339 0.519  -0.779
H 0.123 5.997 2.532  0.345
H -1.201 6.773 1.683  0.292
H -2.648 5.061 1.941  0.375
H -1.640 4.656 3.403  0.322
H -2.061 2.843 1.462  -0.502
H -0.487 2.936 2.029  -0.033
H -0.662 5.995 -0.250  0.389
H 0.832 5.422 0.497  0.191
C 1.215 -5.036 1.044  -0.940
C -0.205 -4.962 0.561  -0.520
C -0.561 -3.531 0.750  0.541
O -0.064 -3.265 2.054  -0.029
C 1.269 -3.888 2.028  0.366
H 1.892 -4.867 0.206  0.236
H 1.438 -6.013 1.472  0.392
H -0.905 -5.588 1.114  0.370
H -0.183 -5.182 -0.506  0.167
H -1.623 -3.302 0.660  0.174
H -0.110 -2.992 -0.084  -0.809
H 1.682 -4.236 2.975  0.651
H 2.008 -3.169 1.676  -0.829
C 5.109 3.549 -1.295  -1.626
C 4.433 2.218 -0.889  0.127
N 4.738 1.703 0.417  0.946
C 4.622 2.652 1.556  -0.852
C 3.275 3.331 1.625  -0.825
C 6.134 1.150 0.349  -0.945
C 6.533 0.323 1.642  -1.180
H 4.875 3.831 -2.322  0.471
H 6.185 3.454 -1.150  0.302
H 4.657 4.357 -0.719  0.308
H 3.348 2.290 -0.956  -0.556
H 4.654 1.459 -1.641  0.371
H 4.643 2.084 2.486  0.363
H 5.409 3.406 1.538  0.534
H 2.976 3.814 0.695  0.003
H 2.488 2.620 1.878  0.086
H 3.364 4.151 2.337  0.558
H 6.816 1.996 0.259  0.361
H 6.199 0.512 -0.532  0.435
H 7.508 -0.163 1.593  0.411
H 5.763 -0.433 1.795  0.148
H 6.537 1.039 2.463  0.370
C -1.060 -3.085 5.439  -1.351
C -1.347 -1.574 5.498  -0.714
N -1.777 -1.091 4.139  0.936
C -2.916 -1.941 3.688  -1.291
C -3.469 -1.417 2.361  -1.163
C -2.306 0.276 4.253  -0.249
C -1.261 1.302 4.742  -1.193
H -0.428 -3.349 4.591  0.182
H -1.956 -3.705 5.453  0.387
H -0.514 -3.362 6.341  0.407
H -2.068 -1.468 6.309  0.465
H -0.434 -1.107 5.867  0.434
H -2.670 -2.985 3.489  0.365
H -3.648 -1.911 4.495  0.523
H -4.207 -2.144 2.022  0.526
H -3.954 -0.443 2.427  0.447
H -2.704 -1.377 1.585  0.051
H -3.217 0.277 4.852  0.595
H -2.648 0.716 3.317  -0.324
H -0.287 1.038 4.330  0.242
H -1.203 1.343 5.830  0.389
H -1.596 2.278 4.392  0.098
C -1.111 1.857 -4.384  -0.797
C -1.904 3.122 -3.922  -0.728
N -2.296 3.095 -2.513  1.037
C -2.695 4.446 -2.134  -0.297
C -4.054 4.905 -2.626  -1.588
C -3.353 2.070 -2.237  -0.489
C -3.668 1.845 -0.792  -0.906
H -0.555 2.031 -5.305  0.529
H -1.727 0.961 -4.461  0.268
H -0.304 1.525 -3.729  -0.094
H -1.276 4.001 -4.067  0.495
H -2.824 3.251 -4.491  0.334
H -2.681 4.466 -1.044  -0.205
H -1.922 5.121 -2.502  0.520
H -4.372 4.419 -3.549  0.294
H -4.840 4.724 -1.893  0.395
H -4.089 5.987 -2.758  0.395
H -2.977 1.110 -2.591  -0.182
H -4.257 2.362 -2.772  0.371
H -3.946 2.749 -0.249  0.517
H -2.880 1.330 -0.242  -0.296
H -4.534 1.199 -0.652  0.580

Calculated values
HOMO level = -5.0 eV
gap between HOMO and LUMO = 3.841 eV
molecular weight = 974.29 g/mol
energy above the lowest of the compared OMol25 structures with the same formula, charge and spin = 310.5 kJ/mol
energy = -5357.291170 Ha